Below is a structure of composition C34H57BrNO5PSi2Ta at a distorted geometry, with properties calculated with wB97M-V/def2-TZVPD.

## Properties
**Highest occupied orbital energy**: -0.406 Ha
**ΔE to the lowest compared entry with this formula, charge and spin**: 0.934 eV
**Energy**: -5312.1253 hartree
**Gap between HOMO and LUMO**: 6.93 eV
**LUMO level**: -4.135 eV

The geometry in ORCA input format:
```
! wB97M-V def2-TZVPD RIJCOSX def2/J DEFGRID3
* xyz 1 1
Ta 0.24 1.35 0.19
Br -1.88 -0.37 -0.38
P 0.52 1.13 -2.69
Si -2.62 3.36 -0.54
Si -2.14 2.45 2.54
O 1.01 -0.51 -0.05
O 0.84 -0.41 3.94
O 3.24 4.00 -0.82
O 1.32 2.83 -0.56
O -0.04 0.46 2.04
N 1.98 1.80 1.53
C 3.32 -4.27 1.05
C 2.56 3.25 -0.21
C -2.40 -5.46 2.02
C 3.56 -2.35 -0.50
C -0.87 -1.94 0.03
C -0.81 2.88 3.77
C -1.56 -3.11 0.19
C -3.81 2.08 -1.16
C 3.24 1.22 3.43
C -2.45 -5.89 -0.45
C 4.13 2.73 1.76
C 3.08 -1.95 1.91
C 2.95 2.59 1.08
C -1.39 2.72 0.77
C -2.96 0.81 2.77
C -1.59 3.98 -1.95
C 1.46 2.38 -3.66
C -0.55 -6.73 0.93
C 4.26 2.03 2.96
C -1.68 1.57 -4.45
C 2.10 1.12 2.67
C -3.48 3.67 2.97
C -1.54 -5.58 0.75
C 2.78 -2.87 0.72
C 1.72 -0.25 -2.79
C 1.06 3.86 -3.72
C 0.55 -4.09 0.64
C 1.26 -2.89 0.46
C 2.35 -0.52 -4.16
C -0.82 -4.24 0.51
C -0.80 0.51 -3.79
C 0.50 -1.76 0.13
C 0.90 0.29 2.97
C -3.61 4.83 -0.03
H 0.11 -6.84 0.06
H -0.95 4.81 -1.62
H 2.97 0.30 -4.50
H -2.64 -3.13 0.10
H 4.15 -1.96 2.14
H 2.90 -4.67 1.98
H 4.63 -2.52 -0.35
H 0.06 -6.61 1.83
H -3.14 -4.66 1.94
H 3.31 0.66 4.35
H 1.10 4.32 -2.74
H -1.89 -5.88 -1.39
H 2.99 -1.40 -4.08
H -4.64 2.61 -1.66
H 1.77 4.39 -4.35
H 3.26 -2.88 -1.42
H -1.26 3.00 4.76
H 1.48 1.96 -4.66
H -4.47 4.57 0.59
H -2.28 -0.05 2.73
H 4.90 3.38 1.37
H 2.80 -0.93 1.66
H -0.94 3.20 -2.32
H -4.25 1.48 -0.35
H -2.89 -6.89 -0.33
H -3.19 4.72 2.80
H 3.14 -4.98 0.24
H -2.93 -6.40 2.21
H -1.41 -0.17 -3.19
H 1.13 -4.96 0.92
H -3.98 5.30 -0.95
H -1.77 -5.24 2.90
H -3.74 0.67 2.01
H -3.68 3.54 4.04
H 2.48 2.30 -3.26
H -1.11 -7.67 1.04
H -3.01 5.57 0.51
H 1.22 -1.14 -2.41
H -0.31 -0.10 -4.54
H -2.17 2.23 -3.73
H -2.47 1.09 -5.04
H 3.40 -1.29 -0.64
H -4.42 3.47 2.43
H 4.41 -4.19 1.19
H 2.53 -2.26 2.81
H -3.44 0.81 3.75
H 0.00 2.15 3.87
H 2.50 -0.02 -2.07
H -0.75 3.63 0.90
H 1.61 -0.73 -4.93
H -0.36 3.84 3.49
H 5.18 2.12 3.53
H -3.28 -5.18 -0.53
H -1.11 2.20 -5.14
H -3.37 1.40 -1.90
H -2.21 4.34 -2.78
H 0.07 4.01 -4.14
*
```

---

Below is a structure of composition C23H45CaCl3N2O3PSi at a distorted geometry, with properties calculated with wB97M-V/def2-TZVPD.

## Properties
**Highest occupied orbital energy (alpha / beta)**: 0.004 / -0.050 Ha
**ΔE to the lowest compared entry with this formula, charge and spin**: 5.426 eV
**Energy**: -3927.7348 hartree
**Gap between HOMO and LUMO (alpha / beta)**: 2.25 / 3.63 eV
**LUMO level (alpha / beta)**: 2.353 / 2.260 eV

The geometry in ORCA input format:
```
! wB97M-V def2-TZVPD RIJCOSX def2/J DEFGRID3
* xyz -1 1
Ca -0.58 -0.63 1.46
Cl 0.54 -1.86 -3.30
Cl 0.21 -2.29 3.35
Cl -2.73 2.93 3.56
P -2.35 4.79 2.78
Si 1.68 -0.22 -2.83
O -2.37 -0.17 0.13
O 0.83 1.15 1.62
O -0.02 -2.16 0.30
N 2.83 1.98 2.35
N -3.94 1.07 -0.96
C -2.26 -3.69 -0.21
C 2.93 2.87 1.19
C 3.40 -4.06 -2.13
C -1.83 5.79 4.17
C 1.71 -3.68 -0.39
C 0.25 0.90 -2.26
C 0.29 -3.48 0.15
C 2.06 -3.89 -1.73
C -3.50 0.58 -2.27
C 4.39 -4.18 -1.16
C -3.34 0.62 0.14
C 2.73 -3.69 0.56
C -1.05 4.49 1.58
C 4.05 -3.99 0.20
C 3.90 1.96 3.35
C -1.66 -5.91 -2.19
C 3.02 -0.12 -4.15
C 1.81 1.14 2.44
C -0.87 -4.17 -0.54
C -3.91 5.32 2.08
C -4.82 2.23 -0.88
C -0.63 -5.16 -1.41
C 2.57 -0.46 -1.16
H -3.75 1.02 1.08
H 0.39 -5.54 -1.50
H -1.15 -6.44 -3.01
H -4.73 5.15 2.80
H 5.42 -4.43 -1.43
H 4.80 -4.11 0.98
H 2.46 -3.46 1.60
H 4.01 -0.26 -3.66
H 4.47 2.89 3.25
H 3.46 1.89 4.35
H -0.88 5.41 4.57
H 0.53 1.53 -1.39
H -2.22 -6.65 -1.59
H 1.33 -3.94 -2.54
H -1.70 6.83 3.85
H -0.09 1.57 -3.06
H -2.81 -4.49 0.30
H -0.58 0.25 -1.98
H -2.40 -5.24 -2.65
H 3.10 -1.42 -1.07
H -0.88 5.42 1.02
H -3.20 -0.47 -2.14
H 4.55 1.08 3.22
H 3.65 -4.14 -3.19
H -2.64 1.19 -2.64
H 3.06 2.29 0.27
H -5.38 2.31 -1.82
H -4.14 4.75 1.16
H -5.50 2.09 -0.03
H 3.27 0.36 -0.99
H -2.59 5.74 4.97
H -4.24 3.17 -0.72
H -2.25 -2.81 0.44
H 2.89 -0.96 -4.86
H 1.87 0.39 3.25
H 3.07 0.83 -4.70
H -0.12 4.19 2.08
H -1.34 3.69 0.88
H 0.30 -3.88 1.18
H 1.81 -0.42 -0.36
H 2.00 3.45 1.10
H 3.79 3.53 1.38
H -4.35 0.69 -2.95
H -3.86 6.39 1.83
H -2.81 -3.41 -1.12
*
```

---

Below is a cluster of 6 separate species, C10H18Cl14 in total at a distorted geometry, with properties calculated with wB97M-V/def2-TZVPD.

## Properties
**Highest occupied orbital energy**: -0.393 Ha
**ΔE to the lowest compared entry with this formula, charge and spin**: 0.638 eV
**SMILES**: ClC(Cl)Cl.ClC(Cl)Cl.ClCCCl.ClCCCl.ClCCCl.ClCCCl
**Energy**: -6834.5054 hartree
**Gap between HOMO and LUMO**: 11.05 eV
**LUMO level**: 0.348 eV

The geometry in ORCA input format:
```
! wB97M-V def2-TZVPD RIJCOSX def2/J DEFGRID3
* xyz 0 1
Cl -16.00 -14.12 7.23
Cl -12.88 -10.65 9.17
Cl -13.70 -8.25 7.71
Cl -16.24 -11.76 10.57
Cl -12.06 -5.25 12.37
Cl -12.61 -5.68 15.81
Cl -13.93 -8.45 10.70
Cl -13.28 -12.86 13.17
Cl -9.29 -10.16 6.13
Cl -12.26 -10.45 14.43
Cl -16.20 -9.93 5.95
Cl -15.08 -10.57 13.66
Cl -11.06 -6.68 4.21
Cl -14.75 -14.83 10.93
C -14.03 -9.28 9.11
C -15.86 -12.63 6.23
C -13.43 -11.07 13.24
C -12.09 -6.77 13.31
C -10.51 -7.75 5.48
C -10.23 -9.19 4.95
C -16.74 -13.13 11.54
C -11.51 -6.55 14.71
C -16.48 -14.45 10.90
C -16.57 -11.46 6.80
H -13.23 -10.60 12.27
H -9.65 -9.13 4.03
H -17.78 -13.02 11.86
H -14.79 -12.48 6.08
H -17.10 -15.27 11.27
H -11.36 -7.52 15.18
H -17.65 -11.59 6.85
H -16.10 -13.10 12.43
H -11.46 -7.44 12.72
H -13.11 -7.14 13.21
H -11.10 -9.79 4.67
H -11.28 -7.76 6.25
H -9.60 -7.29 5.87
H -16.84 -14.38 9.87
H -16.24 -11.32 7.83
H -16.17 -12.81 5.20
H -10.58 -5.99 14.61
H -15.05 -9.66 8.99
*
```